No. 1
{"formula": "C26H88O26S4", "method": "ωB97M-V/def2-TZVPD", "elements": ["C", "C", "C", "O", "C", "O", "C", "S", "O", "S", "O", "O", "S", "O", "C", "O", "C", "S", "H", "H", "H", "H", "H", "H", "H", "H", "H", "H", "H", "H", "C", "O", "H", "H", "H", "H", "C", "O", "H", "H", "H", "H", "C", "O", "H", "H", "H", "H", "C", "O", "H", "H", "H", "H", "C", "O", "H", "H", "H", "H", "C", "O", "H", "H", "H", "H", "C", "O", "H", "H", "H", "H", "C", "O", "H", "H", "H", "H", "C", "O", "H", "H", "H", "H", "C", "O", "H", "H", "H", "H", "C", "O", "H", "H", "H", "H", "C", "O", "H", "H", "H", "H", "C", "O", "H", "H", "H", "H", "C", "O", "H", "H", "H", "H", "C", "O", "H", "H", "H", "H", "C", "O", "H", "H", "H", "H", "C", "O", "H", "H", "H", "H", "C", "O", "H", "H", "H", "H", "C", "O", "H", "H", "H", "H"], "coordinates": [[7.50, -5.99, 0.95], [6.72, -5.19, -0.06], [5.32, -4.89, 0.44], [4.48, -6.03, 0.19], [3.19, -5.57, -0.03], [2.70, -5.68, -1.12], [2.52, -4.95, 1.16], [0.73, -5.05, 1.05], [0.25, -3.61, 0.32], [-0.15, -3.84, -1.31], [-0.62, -5.17, -1.46], [-1.54, -2.84, -1.38], [-2.96, -3.70, -1.63], [7.39, -4.02, -0.56], [7.88, -3.18, 0.36], [7.24, -2.74, 1.28], [9.32, -2.76, 0.17], [10.40, -4.09, -0.40], [6.97, -6.92, 1.07], [8.48, -6.25, 0.58], [7.54, -5.53, 1.93], [6.58, -5.83, -0.92], [5.38, -4.70, 1.51], [4.92, -3.99, -0.01], [2.79, -3.90, 1.21], [2.88, -5.39, 2.08], [-3.01, -3.70, -2.97], [9.65, -2.40, 1.13], [9.34, -1.90, -0.50], [11.19, -4.22, 0.67], [3.49, -9.36, -2.03], [4.06, -8.74, -0.89], [3.41, -10.43, -1.83], [2.49, -8.96, -2.23], [4.12, -9.21, -2.91], [4.13, -7.79, -1.08], [6.33, -11.15, -2.17], [7.55, -11.30, -2.89], [6.30, -11.90, -1.39], [6.27, -10.15, -1.72], [5.47, -11.30, -2.83], [7.56, -10.63, -3.58], [-2.16, 0.65, -0.72], [-1.18, -0.13, -0.03], [-2.13, 1.67, -0.34], [-1.94, 0.66, -1.79], [-3.15, 0.23, -0.55], [-1.23, -1.03, -0.39], [-1.33, 1.76, 2.55], [-1.89, 3.05, 2.27], [-0.48, 1.60, 1.90], [-1.00, 1.71, 3.59], [-2.08, 0.99, 2.36], [-2.65, 3.16, 2.86], [-5.93, 1.22, 0.48], [-5.34, 2.39, -0.08], [-6.71, 0.87, -0.19], [-5.18, 0.42, 0.59], [-6.37, 1.43, 1.46], [-4.65, 2.68, 0.52], [-2.91, 6.36, 3.41], [-1.94, 5.58, 4.11], [-2.89, 7.38, 3.80], [-2.68, 6.39, 2.34], [-3.91, 5.95, 3.56], [-1.99, 4.69, 3.74], [0.39, 3.58, -1.36], [0.74, 2.47, -2.19], [0.43, 4.49, -1.96], [-0.62, 3.45, -0.97], [1.10, 3.67, -0.53], [0.70, 1.69, -1.64], [0.32, -0.33, 6.00], [-0.95, 0.27, 5.73], [0.45, -1.16, 5.32], [1.13, 0.39, 5.83], [0.36, -0.69, 7.03], [-1.05, 1.01, 6.33], [-7.49, 1.15, -3.57], [-6.18, 1.45, -3.10], [-7.41, 0.84, -4.60], [-7.94, 0.34, -2.99], [-8.13, 2.04, -3.51], [-6.25, 1.73, -2.18], [-7.45, 6.13, 2.86], [-6.13, 6.65, 2.69], [-7.55, 5.81, 3.90], [-8.20, 6.90, 2.65], [-7.61, 5.27, 2.21], [-6.05, 6.93, 1.78], [-4.75, 7.43, 6.89], [-3.85, 6.33, 7.07], [-5.69, 7.19, 7.37], [-4.33, 8.33, 7.34], [-4.93, 7.60, 5.82], [-3.03, 6.57, 6.63], [11.43, 0.35, -0.40], [12.30, -0.68, 0.06], [10.43, 0.14, -0.02], [11.75, 1.32, -0.02], [11.40, 0.37, -1.49], [13.18, -0.49, -0.28], [-3.49, 3.27, -3.15], [-2.52, 3.97, -2.37], [-4.36, 3.09, -2.53], [-3.78, 3.87, -4.01], [-3.08, 2.31, -3.49], [-1.76, 4.12, -2.94], [-3.50, 6.84, -6.08], [-4.86, 6.42, -6.18], [-3.17, 7.16, -7.06], [-3.42, 7.68, -5.38], [-2.88, 6.01, -5.74], [-5.14, 6.14, -5.31], [3.77, -2.36, 3.86], [5.17, -2.15, 4.05], [3.27, -2.27, 4.82], [3.36, -1.63, 3.17], [3.61, -3.37, 3.46], [5.57, -2.24, 3.19], [-2.97, 2.48, -6.59], [-3.53, 3.75, -6.28], [-2.23, 2.24, -5.83], [-3.74, 1.70, -6.58], [-2.49, 2.50, -7.57], [-4.19, 3.95, -6.95], [-4.02, -2.20, 4.87], [-3.42, -1.02, 4.33], [-4.80, -2.52, 4.18], [-3.28, -3.00, 4.96], [-4.47, -2.00, 5.84], [-2.73, -0.74, 4.94], [-8.69, 5.92, -6.41], [-7.73, 6.63, -5.64], [-9.56, 5.74, -5.78], [-9.00, 6.51, -7.28], [-8.29, 4.96, -6.74], [-6.96, 6.79, -6.20], [2.39, -0.13, 0.61], [3.22, -1.16, 1.14], [1.36, -0.35, 0.90], [2.67, 0.84, 1.02], [2.46, -0.11, -0.47], [4.13, -0.95, 0.87]], "lowdin_charge": [-0.019, -0.308, -0.119, -0.027, -0.526, 0.135, -0.355, 0.966, -0.717, 0.858, -0.471, -0.837, 0.809, 0.013, -0.553, 0.127, -0.437, 0.764, 0.098, 0.068, 0.095, 0.157, 0.127, 0.142, 0.078, 0.096, -0.121, 0.087, 0.073, -0.132, -0.163, -0.130, 0.076, 0.080, 0.074, 0.034, -0.161, -0.124, 0.083, 0.069, 0.066, 0.067, -0.124, -0.147, 0.065, 0.082, 0.073, 0.026, -0.116, -0.135, 0.069, 0.066, 0.078, 0.063, -0.135, -0.128, 0.072, 0.071, 0.080, 0.071, -0.154, -0.130, 0.077, 0.081, 0.059, 0.027, -0.153, -0.125, 0.080, 0.055, 0.079, 0.049, -0.132, -0.139, 0.078, 0.081, 0.079, 0.085, -0.152, -0.130, 0.075, 0.074, 0.078, 0.033, -0.149, -0.136, 0.077, 0.076, 0.074, 0.077, -0.160, -0.129, 0.075, 0.075, 0.067, 0.061, -0.158, -0.131, 0.063, 0.078, 0.080, 0.073, -0.131, -0.134, 0.053, 0.057, 0.076, 0.058, -0.137, -0.142, 0.081, 0.081, 0.061, 0.077, -0.148, -0.116, 0.076, 0.050, 0.063, 0.040, -0.138, -0.155, 0.072, 0.081, 0.077, 0.077, -0.163, -0.136, 0.073, 0.075, 0.075, 0.033, -0.161, -0.133, 0.074, 0.075, 0.074, 0.039, -0.130, -0.149, 0.066, 0.085, 0.080, 0.083], "gap_ev": 9.478, "fmax_ev_per_a": 1.30, "e_above_lowest_kcal_mol": 13.1, "lumo_ev": 0.055, "total_energy_ha": -4591.9664, "charge": 0, "e_homo_ev": -9.422}

=====

No. 2
{"formula": "C27H13BCo2F6O6", "method": "ωB97M-V/def2-TZVPD", "elements": ["F", "C", "C", "C", "C", "C", "F", "C", "B", "C", "C", "F", "C", "C", "C", "C", "F", "C", "C", "F", "C", "C", "C", "C", "F", "H", "H", "H", "H", "H", "H", "H", "H", "H", "H", "O", "C", "Co", "C", "O", "C", "O", "C", "C", "C", "Co", "C", "O", "C", "O", "C", "O", "H", "H", "H"], "coordinates": [[1.89, -3.80, -0.34], [0.66, -3.89, 0.27], [0.44, -4.95, 1.14], [-0.81, -5.05, 1.76], [-1.75, -4.02, 1.62], [-1.47, -3.00, 0.74], [-2.37, -1.96, 0.66], [-0.33, -2.95, -0.09], [-0.20, -2.00, -1.30], [1.19, -1.50, -1.80], [2.21, -0.81, -1.13], [2.09, -0.59, 0.22], [3.39, -0.40, -1.73], [3.64, -0.80, -3.05], [2.67, -1.52, -3.77], [1.48, -1.82, -3.13], [0.54, -2.58, -3.78], [-1.48, -1.56, -2.07], [-1.78, -0.25, -2.49], [-0.87, 0.75, -2.23], [-2.91, 0.09, -3.23], [-3.80, -0.92, -3.61], [-3.55, -2.25, -3.22], [-2.43, -2.52, -2.46], [-2.15, -3.82, -2.13], [0.25, 0.44, 1.28], [1.25, -5.66, 1.33], [-1.02, -5.89, 2.43], [-2.69, -4.02, 2.18], [4.11, 0.20, -1.16], [4.58, -0.51, -3.55], [2.82, -1.82, -4.80], [-3.08, 1.13, -3.49], [-4.71, -0.69, -4.17], [-4.23, -3.06, -3.48], [-2.89, 3.69, 4.09], [-1.81, 4.01, 3.85], [-0.15, 4.52, 3.43], [-0.63, 5.38, 1.89], [-0.90, 5.99, 0.95], [-0.12, 5.64, 4.76], [-0.04, 6.38, 5.65], [0.23, 2.65, 3.18], [0.13, 2.27, 1.89], [-0.44, 1.23, 1.10], [1.60, 3.22, 2.11], [1.50, 3.80, 0.44], [1.57, 4.19, -0.65], [3.24, 2.47, 1.98], [4.24, 1.89, 1.91], [1.90, 4.82, 3.06], [2.67, 5.59, 3.51], [0.20, 1.95, 4.03], [-0.44, 1.47, 0.03], [-1.42, 0.82, 1.38]], "nbo_charge": [-0.326, 0.484, -0.312, -0.135, -0.315, 0.485, -0.332, -0.532, 0.886, -0.496, 0.459, -0.339, -0.300, -0.158, -0.300, 0.451, -0.331, -0.498, 0.458, -0.337, -0.303, -0.153, -0.302, 0.464, -0.331, 0.286, 0.241, 0.227, 0.241, 0.241, 0.227, 0.238, 0.239, 0.227, 0.238, -0.483, 0.627, -0.089, 0.488, -0.495, 0.527, -0.483, -0.568, 0.109, -0.728, -0.033, 0.570, -0.482, 0.590, -0.483, 0.443, -0.506, 0.225, 0.252, 0.230], "gap_ev": 7.259, "fmax_ev_per_a": 3.63, "e_above_lowest_kcal_mol": 0.0, "lumo_ev": -0.919, "total_energy_ha": -4877.6155, "charge": 0, "e_homo_ev": -8.178}